[1]
This record from the OMol25 dataset describes an isolated molecule of C4H5NO at a distorted geometry. The level of theory is ωB97M-V/def2-TZVPD.

ΔE to the lowest compared entry with this formula, charge and spin = 1.649 eV
E_LUMO = 0.85 eV
Structure (SMILES) = Oc1ccc[nH]1
Frontier orbital gap = 8.8483 eV

```
! RIJCOSX wB97M-V def2-TZVPD def2/J DEFGRID3
* xyz 0 1
O 2.221 0.056 0.429
C 0.951 0.121 -0.132
C 0.228 -1.043 -0.114
C -1.143 -0.782 0.020
C -1.323 0.569 0.050
N -0.117 1.217 0.025
H 2.986 0.204 -0.140
H 0.669 -2.033 -0.134
H -1.911 -1.524 0.124
H -2.287 1.075 0.017
H -0.245 2.226 -0.154
*
```

These are the natural (NBO) partial charges, in e, on atoms 1 to 2: number 1, O, carries -0.696; number 2, C, carries 0.354



[2]
This record from the OMol25 dataset describes the ion C2H7Br2N2 with charge +1 at a distorted geometry. The level of theory is ωB97M-V/def2-TZVPD.

ΔE to the lowest compared entry with this formula, charge and spin = 0.005 eV
E_LUMO = -3.68 eV
Structure (SMILES) = N[C@H](Br)[C@H]([NH3+])Br
Frontier orbital gap = 10.4644 eV

```
! RIJCOSX wB97M-V def2-TZVPD def2/J DEFGRID3
* xyz 1 1
N -0.308 0.542 -1.476
C -0.503 -0.623 -0.820
Br -2.353 -0.839 0.133
C 0.486 -0.655 0.567
N 0.341 0.647 1.203
Br 2.334 -0.878 -0.096
H -0.030 0.536 -2.479
H -0.664 1.354 -1.071
H -0.403 -1.634 -1.253
H 0.172 -1.406 1.310
H -0.688 0.877 1.401
H 0.687 1.442 0.599
H 0.929 0.637 1.983
*
```

These are the natural (NBO) partial charges, in e, on atoms 1 to 2: number 1, N, carries -0.862; number 2, C, carries 0.001



[3]
This record from the OMol25 dataset describes a cluster of 2 separate species, C6H14N2O in total at a distorted geometry. The level of theory is ωB97M-V/def2-TZVPD.

ΔE to the lowest compared entry with this formula, charge and spin = 3.514 eV
E_LUMO = 1.04 eV
Structure (SMILES) = [H]/N=C(\N)C=C.CCOC
Frontier orbital gap = 9.4005 eV

```
! RIJCOSX wB97M-V def2-TZVPD def2/J DEFGRID3
* xyz 0 1
H 1.965 1.633 -1.019
N 1.235 1.001 -0.691
C 1.677 0.061 0.036
N 2.974 -0.062 0.461
C 0.805 -0.991 0.639
C 0.973 -2.289 0.321
H 3.691 0.506 0.040
H 3.264 -0.911 0.915
H 0.403 -0.707 1.609
H 1.596 -2.594 -0.506
H 0.404 -3.061 0.810
C -1.560 2.010 0.262
C -1.905 0.625 0.777
O -1.159 -0.512 0.024
C -1.312 -0.631 -1.376
H -2.174 2.272 -0.600
H -1.720 2.751 1.043
H -0.508 2.022 -0.039
H -2.981 0.401 0.686
H -1.610 0.505 1.821
H -2.355 -0.470 -1.670
H -1.031 -1.647 -1.649
H -0.672 0.088 -1.892
*
```

These are the natural (NBO) partial charges, in e, on atoms 1 to 2: number 1, H, carries 0.331; number 2, N, carries -0.744



[4]
This record from the OMol25 dataset describes a cluster of 3 separate species, C2H3NO3 in total at a distorted geometry. The level of theory is ωB97M-V/def2-TZVPD.

ΔE to the lowest compared entry with this formula, charge and spin = 7.103 eV
E_LUMO = -0.27 eV
Frontier orbital gap = 9.7890 eV

```
! RIJCOSX wB97M-V def2-TZVPD def2/J DEFGRID3
* xyz 0 1
C -0.998 0.701 0.408
C 0.117 0.294 0.839
N 1.455 0.231 0.205
O 1.702 -0.677 -0.499
O 2.057 1.234 0.449
O -2.056 1.041 0.098
H -1.316 -1.727 -1.596
H -0.837 -1.087 -1.876
H -0.124 -0.010 1.970
*
```

These are the natural (NBO) partial charges, in e, on atoms 1 to 2: number 1, C, carries 0.689; number 2, C, carries -0.476



[5]
This record from the OMol25 dataset describes the ion C2HN2O4 with charge -1 at a distorted geometry. The level of theory is ωB97M-V/def2-TZVPD.

ΔE to the lowest compared entry with this formula, charge and spin = 8.109 eV
E_LUMO = 3.84 eV
Structure (SMILES) = O=NC(=C=N[O-])OO
Frontier orbital gap = 7.5571 eV

```
! RIJCOSX wB97M-V def2-TZVPD def2/J DEFGRID3
* xyz -1 1
O -2.511 1.354 1.011
N -1.344 1.433 0.416
C -0.582 0.513 -0.056
C 0.755 0.581 -0.420
N 1.818 0.506 -0.970
O 2.941 0.472 -1.445
O -1.004 -1.034 -0.159
O -0.012 -1.928 0.318
H -0.060 -1.896 1.305
*
```

These are the natural (NBO) partial charges, in e, on atoms 1 to 2: number 1, O, carries -0.584; number 2, N, carries -0.053



[6]
This record from the OMol25 dataset describes a cluster of 2 separate species, C5H11N in total. The level of theory is ωB97M-V/def2-TZVPD.

ΔE to the lowest compared entry with this formula, charge and spin = 6.227 eV
E_LUMO (spin up / spin down) = 0.84 / 0.84 eV
Frontier orbital gap (spin up / spin down) = 7.4790 / 7.4776 eV

```
! RIJCOSX wB97M-V def2-TZVPD def2/J DEFGRID3
* xyz 0 1
C 0.790 -0.933 1.320
C 1.472 0.059 -0.381
N 0.267 0.740 -0.547
C -0.016 1.620 -1.481
C -0.662 0.342 0.441
C -1.602 -0.746 -0.014
H 1.574 -1.669 1.100
H 1.142 -0.292 2.130
H -0.070 -1.514 1.668
H 2.137 0.532 0.340
H 1.978 -0.205 -1.319
H 0.781 2.177 -1.959
H -1.048 1.766 -1.779
H -1.196 1.203 0.871
H -2.339 -0.363 -0.738
H -2.157 -1.154 0.840
H -1.052 -1.563 -0.492
*
```

These are the natural (NBO) partial charges, in e, on atoms 1 to 2: number 1, C, carries -0.597; number 2, C, carries -0.274



[7]
This record from the OMol25 dataset describes a cluster of 2 separate species, C5H13NS in total at a distorted geometry. The level of theory is ωB97M-V/def2-TZVPD.

ΔE to the lowest compared entry with this formula, charge and spin = 7.483 eV
E_LUMO = 0.53 eV
Structure (SMILES) = C=[SH](=C)N.C=CC
Frontier orbital gap = 8.5603 eV

```
! RIJCOSX wB97M-V def2-TZVPD def2/J DEFGRID3
* xyz 0 1
C 3.158 -0.146 -1.180
S 2.181 -0.119 0.136
C 0.972 -1.168 0.254
N 1.895 1.571 0.864
H 2.516 -0.304 -2.153
H 3.632 0.769 -1.349
H 2.986 -0.546 1.139
H 0.127 -0.908 -0.286
H 0.701 -1.411 1.266
H 1.281 2.021 0.159
H 1.307 1.618 1.692
C -2.416 -0.703 -1.190
C -1.880 0.290 -0.567
C -2.001 0.294 0.926
H -2.586 -0.847 -2.268
H -2.992 -1.436 -0.578
H -1.454 1.149 -0.960
H -2.079 -0.702 1.276
H -2.890 0.730 1.081
H -1.336 0.855 1.432
*
```

These are the natural (NBO) partial charges, in e, on atoms 1 to 2: number 1, C, carries -0.976; number 2, S, carries 1.353



[8]
This record from the OMol25 dataset describes a structure of composition C19H19OPSe2Sn. The level of theory is ωB97M-V/def2-TZVPD.

ΔE to the lowest compared entry with this formula, charge and spin = 0.000 eV
E_LUMO = -6.80 eV
Frontier orbital gap = 7.8331 eV

```
! RIJCOSX wB97M-V def2-TZVPD def2/J DEFGRID3
* xyz 2 1
Sn -0.993 -2.492 1.261
C -0.775 -1.605 4.421
C 0.520 -1.586 3.915
C 0.823 -0.813 2.793
C -0.175 -0.050 2.181
C -1.479 -0.076 2.687
C -1.774 -0.855 3.807
H -0.999 -2.187 5.305
H 1.300 -2.162 4.395
H 1.838 -0.781 2.419
H 0.063 0.578 1.333
H -2.251 0.528 2.228
H -2.781 -0.860 4.205
Se 1.933 0.534 -1.729
P 1.354 1.816 -3.417
Se -0.128 1.788 -1.814
C 0.916 0.937 -4.896
C -0.360 1.103 -5.434
C -0.669 0.476 -6.630
C 0.285 -0.300 -7.276
C 1.553 -0.463 -6.732
C 1.878 0.155 -5.537
C 2.244 3.332 -3.648
C 1.721 4.538 -3.185
C 2.422 5.708 -3.429
C 3.625 5.666 -4.119
C 4.142 4.459 -4.576
C 3.453 3.283 -4.350
H -1.102 1.711 -4.932
H -1.654 0.597 -7.060
H 0.037 -0.784 -8.211
H 2.287 -1.074 -7.238
H 2.863 0.016 -5.107
H 0.786 4.565 -2.641
H 2.027 6.653 -3.081
H 4.167 6.583 -4.305
H 5.081 4.437 -5.111
H 3.850 2.344 -4.715
C -1.207 -1.851 -1.874
O -0.837 -1.751 -0.502
H -0.347 -1.583 -2.488
H -2.024 -1.160 -2.082
H -1.523 -2.863 -2.126
*
```

These are the natural (NBO) partial charges, in e, on atoms 1 to 2: number 1, Sn, carries 1.545; number 2, C, carries -0.188